No. 1
C27H21N4O7STi | ωB97M-V/def2-TZVPD

```
! RIJCOSX wB97M-V def2-TZVPD def2/J DEFGRID3
* xyz 1 1
Ti 1.23 -0.25 0.10
O -1.14 1.48 2.97
C -0.30 1.24 2.14
N 0.35 0.03 1.90
C 0.61 -0.84 2.97
O -0.01 -0.94 3.99
C 1.86 -1.62 2.69
C 2.38 -2.52 3.60
C 3.58 -3.14 3.29
C 4.21 -2.84 2.09
C 3.62 -1.94 1.22
N 2.45 -1.35 1.51
C 0.21 2.31 1.20
C -0.18 3.62 1.31
C 0.38 4.55 0.44
C 1.30 4.13 -0.51
C 1.64 2.79 -0.56
N 1.11 1.90 0.28
H 1.85 -2.69 4.52
H 4.02 -3.85 3.97
H 5.16 -3.29 1.82
H 4.08 -1.69 0.28
H -0.90 3.89 2.07
H 0.10 5.59 0.50
H 1.76 4.83 -1.19
H 2.36 2.40 -1.28
O 2.15 -5.65 -4.14
C 1.23 -5.64 -3.31
O 0.28 -6.39 -3.06
C 1.28 -4.39 -2.38
C 0.38 -4.29 -1.31
C 0.39 -3.15 -0.53
N 1.23 -2.14 -0.79
C 2.12 -2.25 -1.79
C 2.18 -3.36 -2.60
C 2.99 -1.04 -1.95
O 3.87 -0.90 -2.73
O 2.64 -0.06 -1.05
H -0.30 -5.11 -1.14
H -0.29 -3.02 0.31
H 2.89 -3.45 -3.42
C -4.57 4.95 0.12
C -3.91 3.61 -0.04
C -3.15 3.31 -1.17
C -2.56 2.07 -1.34
C -2.74 1.12 -0.34
C -3.47 1.39 0.81
C -4.06 2.63 0.95
S -1.96 -0.45 -0.45
C -2.53 -1.10 -2.01
O -0.48 -0.09 -0.79
H -4.17 5.67 -0.59
H -4.44 5.33 1.13
H -5.64 4.86 -0.06
H -3.02 4.06 -1.94
H -1.97 1.86 -2.22
H -3.57 0.64 1.59
H -4.63 2.85 1.84
H -2.33 -0.38 -2.80
H -3.60 -1.28 -1.91
H -2.00 -2.03 -2.19
*
```

Output
Gap between HOMO and LUMO: 5.098 eV
M: 593.4 u
HOMO: -10.178 eV
Lowest unoccupied orbital energy: -5.1 eV
Relative energy (zero: lowest compared OMol25 entry of this formula, charge and spin): 10.1 kcal per mole

---

No. 2
C27H22F2N2O2PbS | ωB97M-V/def2-TZVPD

```
! RIJCOSX wB97M-V def2-TZVPD def2/J DEFGRID3
* xyz -2 1
Pb -0.09 -1.22 -0.89
F 2.15 -1.02 4.56
C 1.17 -1.58 3.78
C 1.15 -1.24 2.45
C 0.07 -1.64 1.63
C -0.92 -2.41 2.24
C -0.78 -2.80 3.57
F -1.78 -3.58 4.19
C 0.25 -2.39 4.43
C -2.10 -2.74 1.43
C -2.01 -3.84 0.60
C -2.96 -4.09 -0.34
C -3.98 -3.15 -0.51
C -4.00 -2.10 0.38
N -3.10 -1.87 1.37
H 1.91 -0.59 2.04
H 0.33 -2.73 5.45
H -1.20 -4.49 0.74
H -2.80 -5.01 -0.91
H -4.71 -3.16 -1.29
H -4.87 -1.38 0.26
O 0.90 0.13 -3.21
C 1.84 -0.10 -4.04
O 1.72 -0.35 -5.27
C 3.23 -0.18 -3.41
C 4.26 -0.39 -4.36
C 5.59 -0.54 -3.96
C 5.93 -0.52 -2.62
C 4.93 -0.33 -1.69
C 3.57 -0.15 -2.05
S 2.43 -0.06 -0.64
H 3.99 -0.36 -5.41
H 6.39 -0.66 -4.70
H 7.00 -0.61 -2.30
H 5.13 -0.45 -0.62
C -0.23 4.02 2.28
N 0.30 3.20 1.20
C 0.45 3.94 0.00
C -0.15 1.81 1.12
C -1.42 1.61 0.36
C -2.47 2.49 0.56
C -3.61 2.44 -0.25
C -3.75 1.43 -1.18
C -2.70 0.52 -1.38
C -1.56 0.56 -0.55
H 0.50 4.74 2.56
H -0.36 3.41 3.19
H -1.14 4.57 2.09
H 1.17 4.75 0.17
H -0.47 4.43 -0.36
H 0.81 3.35 -0.86
H -0.31 1.52 2.12
H 0.62 1.20 0.69
H -2.39 3.35 1.30
H -4.46 3.09 -0.03
H -4.67 1.40 -1.81
H -2.82 -0.23 -2.12
*
```

Output
Gap between HOMO and LUMO: 6.131 eV
M: 683.7 u
HOMO: -1.424 eV
Lowest unoccupied orbital energy: 4.7 eV

---

No. 3
C27H22F3NO5P2Rh | ωB97M-V/def2-TZVPD

```
! RIJCOSX wB97M-V def2-TZVPD def2/J DEFGRID3
* xyz 3 5
Rh -0.52 0.17 -0.36
O 1.53 0.12 -0.41
P 2.64 0.24 0.64
C 2.17 -0.73 2.09
P 0.56 -0.23 2.80
O -0.48 -0.03 1.66
C 0.80 1.35 3.61
C 0.11 2.48 3.18
C 0.25 3.67 3.88
C 1.04 3.72 5.03
C 1.70 2.58 5.48
C 1.60 1.40 4.77
C 0.04 -1.46 3.94
C -1.13 -1.17 4.67
C -1.62 -2.11 5.57
C -0.94 -3.31 5.75
C 0.22 -3.60 5.03
C 0.71 -2.67 4.12
C 2.82 1.97 1.18
C 3.66 2.24 2.32
C 3.86 3.52 2.76
C 3.23 4.56 2.08
C 2.42 4.30 0.92
C 2.24 3.01 0.47
C 4.22 -0.20 0.04
C 4.68 0.48 -1.10
C 5.92 0.15 -1.63
C 6.69 -0.83 -1.03
C 6.24 -1.51 0.10
C 5.00 -1.20 0.64
H 2.94 -0.68 2.87
H 2.10 -1.76 1.75
H -0.54 2.43 2.32
H -0.30 4.55 3.56
H 1.11 4.64 5.60
H 2.28 2.62 6.40
H 2.08 0.50 5.16
H -1.65 -0.23 4.54
H -2.51 -1.90 6.14
H -1.31 -4.03 6.47
H 0.73 -4.54 5.18
H 1.62 -2.91 3.57
H 4.19 1.42 2.80
H 4.50 3.73 3.60
H 3.39 5.59 2.39
H 1.95 5.13 0.41
H 1.63 2.82 -0.40
H 4.08 1.24 -1.58
H 6.28 0.66 -2.52
H 7.66 -1.08 -1.44
H 6.84 -2.29 0.55
H 4.65 -1.74 1.51
F -1.88 4.62 1.05
C -1.75 4.26 -0.23
F -2.70 4.78 -0.95
F -0.55 4.69 -0.66
C -1.82 2.72 -0.28
O -2.84 2.12 -0.04
O -0.65 2.13 -0.54
O -3.27 -0.61 0.15
N -2.34 -0.30 -0.34
*
```

Output
Gap between HOMO and LUMO (spin up / spin down): 6.058 / 4.207 eV
M: 662.3 u
HOMO (spin up / spin down): -17.466 / -17.443 eV
Lowest unoccupied orbital energy (spin up / spin down): -11.4 / -13.2 eV
⟨S²⟩: 6.037
Relative energy (zero: lowest compared OMol25 entry of this formula, charge and spin): 0.0 kcal per mole

---

No. 4
C27H22IIrN3O2SeTe | ωB97M-V/def2-TZVPD

```
! RIJCOSX wB97M-V def2-TZVPD def2/J DEFGRID3
* xyz 1 5
Ir -0.48 0.05 0.12
C 4.41 0.68 -0.33
C 3.81 1.20 0.93
N 4.50 1.99 1.70
C 3.97 2.47 2.84
C 2.72 2.12 3.32
C 2.19 2.74 4.59
O 0.80 3.03 4.54
C 1.95 1.24 2.56
C 0.71 0.73 3.11
N -0.28 0.28 2.44
C -1.45 -0.07 3.15
C -1.90 0.71 4.22
C -3.04 0.35 4.91
C -3.75 -0.79 4.56
C -3.33 -1.56 3.48
C -2.20 -1.17 2.79
I -1.63 -2.27 1.06
C 2.44 0.82 1.28
O 1.78 0.13 0.46
H 5.41 1.09 -0.44
H 3.80 0.96 -1.19
H 4.46 -0.41 -0.30
H 4.60 3.17 3.38
H 2.77 3.65 4.80
H 2.33 2.06 5.44
H 0.62 3.65 3.83
H 0.65 0.71 4.19
H -1.36 1.61 4.48
H -3.38 0.97 5.73
H -4.63 -1.09 5.12
H -3.88 -2.44 3.19
Se -1.68 2.17 -0.17
C -0.71 3.03 1.10
N -0.10 3.58 1.92
Te 0.88 -0.98 -2.18
C 0.68 -0.53 -4.27
C 0.28 0.70 -4.76
C 0.12 0.86 -6.13
C 0.37 -0.20 -7.00
C 0.77 -1.43 -6.49
C 0.93 -1.60 -5.13
C -0.98 -2.04 -2.33
C -2.14 -1.31 -2.58
C -3.36 -1.96 -2.62
C -3.44 -3.33 -2.41
C -2.28 -4.05 -2.18
C -1.05 -3.42 -2.15
H 0.10 1.53 -4.10
H -0.20 1.82 -6.53
H 0.25 -0.07 -8.06
H 0.96 -2.26 -7.16
H 1.24 -2.56 -4.73
H -2.08 -0.24 -2.75
H -4.26 -1.39 -2.82
H -4.40 -3.82 -2.43
H -2.33 -5.13 -2.04
H -0.14 -3.99 -1.98
*
```

Output
Gap between HOMO and LUMO (spin up / spin down): 6.912 / 5.003 eV
M: 946.2 u
HOMO (spin up / spin down): -10.364 / -10.923 eV
Lowest unoccupied orbital energy (spin up / spin down): -3.5 / -5.9 eV
⟨S²⟩: 6.051
Relative energy (zero: lowest compared OMol25 entry of this formula, charge and spin): 21.5 kcal per mole

---

The highest M belongs to which entry? C27H22IIrN3O2SeTe